61
Properties=species:S:1:pos:R:3 method="wB97M-V/def2-TZVPD" de_lowest_kcal_mol=31.78 total_charge=-1 gap_ev=6.4
C -1.72488 1.56693 -0.17139
C -1.08601 1.76281 -1.43319
C -0.08988 2.19258 -2.70607
C 1.47780 2.20753 -2.15248
C 2.38445 0.95223 -2.69073
Ga 3.42769 -0.06117 -1.22206
C 4.02970 -1.89194 -2.06036
N 2.71941 -2.58464 -2.47359
C 4.98653 0.99265 -0.36545
O 4.67871 1.52554 1.00354
C 3.39181 2.23737 0.96514
C 3.21006 3.40781 2.09862
H -2.25537 1.53713 0.88491
H -0.35594 3.31759 -2.94113
H -0.25903 1.46372 -3.60619
H 1.38736 2.07833 -0.97292
H 1.96194 3.22205 -2.47774
H 1.61860 0.17152 -3.16910
H 3.07782 1.28231 -3.60386
H 2.37742 -0.43878 -0.04590
H 4.52225 -2.55185 -1.22146
H 4.71593 -1.74410 -3.00613
H 2.42449 -2.05003 -3.33958
H 2.03351 -2.24705 -1.73658
H 5.46530 1.82363 -1.05873
H 5.86275 0.20338 -0.18190
H 2.48622 1.47824 1.12367
H 3.32293 2.73585 -0.11600
H 3.63548 4.45735 1.73596
H 2.04184 3.59516 2.25654
H 3.64455 3.11206 3.14455
C -2.68466 -1.30763 -1.95609
C -3.00942 -2.34492 -3.01901
O -2.03211 -2.42242 -4.05391
C -0.70846 -2.76797 -3.65181
C -0.61748 -4.12453 -2.97372
H -2.57371 -0.31555 -2.41027
H -3.48276 -1.26554 -1.20742
H -1.75195 -1.53465 -1.43624
H -3.95376 -2.07063 -3.49942
H -3.16641 -3.33120 -2.57272
H -0.28928 -1.97990 -3.01758
H -0.09905 -2.78743 -4.56285
H -1.20277 -4.16181 -2.05215
H 0.42224 -4.35491 -2.72139
H -0.99946 -4.90938 -3.63574
C -4.35022 -1.10636 5.02974
C -3.39594 -0.59058 3.96460
O -3.56984 0.79299 3.66853
C -3.37704 1.70220 4.74987
C -1.98328 1.63916 5.35137
H -5.39054 -0.93979 4.72509
H -4.19760 -2.17855 5.19206
H -4.20545 -0.60073 5.98637
H -3.58136 -1.13608 3.03410
H -2.35556 -0.79106 4.23663
H -4.14521 1.54684 5.51458
H -3.54211 2.70821 4.34683
H -1.76472 0.65692 5.77644
H -1.87897 2.38150 6.14875
H -1.22657 1.83960 4.58497